Entry from the OMol25 dataset: C12H32CrN3O8S3 as an isolated structure in a non-equilibrium geometry (ωB97M-V with the def2-TZVPD basis set).

Charge: +1
HOMO (spin up / spin down) (eV): -7.953 / -10.793
⟨S²⟩: 20.02
2S+1: 9
LUMO level (spin up / spin down) (Ha): -0.1346 / -0.3036
Orbital gap (spin up / spin down) (eV): 4.29 / 2.53
Relative energy (zero: lowest compared OMol25 entry of this formula, charge and spin) (kcal per mole): 1.91

Atoms and positions in Å:
O -3.635402 1.764279 4.872561
C 3.735151 -1.388060 1.112992
H 2.247535 -0.055153 0.633672
H -3.175022 -1.583237 -1.934224
H -2.604463 -2.712224 -3.215766
H -2.389656 0.249527 3.248476
O -1.383362 0.703807 -0.216840
N 3.245983 -0.134886 0.788864
H 1.336468 5.141452 1.658242
H 1.907250 -2.045946 1.986200
H 3.155634 -3.359106 1.790762
H -1.524661 2.797314 6.743704
O -1.135483 3.680153 -0.533313
O -2.456001 0.737715 -2.768031
C 1.889436 -3.179542 -3.567386
H 0.762626 5.487728 -1.316639
H 1.471975 3.945442 -1.997025
H -1.845063 -4.228541 -1.359535
S -2.214734 2.116695 4.600257
C 3.858674 1.104740 1.266114
C -1.520698 0.860704 3.509249
H -0.373115 5.395007 1.391254
H -1.850725 1.055527 6.712044
H -0.329583 1.656105 6.034047
H 0.598364 -2.293094 -2.153357
H -4.291433 0.377668 -5.130939
H -4.349512 -1.378015 -4.884669
O 0.257146 -0.048530 0.978348
H -4.818927 -0.270848 -3.526351
H 2.888456 -3.399791 -3.202972
H -0.596152 -4.864919 -0.237031
H -0.691845 0.264144 3.868984
C 2.687020 -2.491413 1.355963
H 2.215201 4.696485 -0.643389
N -0.281491 0.079201 -0.147591
C -1.383793 1.880850 6.174258
C -0.813814 -4.159008 -1.033713
C 0.192976 -4.292452 -2.154165
H 1.592131 -3.779477 -4.420189
H 4.777153 0.890242 1.805869
H 2.187365 -2.751248 0.418539
H 1.894922 -2.145118 -3.930983
H -0.684012 -3.181070 -0.538553
O 4.929323 -1.651924 1.110153
C 0.391713 4.615893 1.478337
H -1.464582 -1.731327 -2.219150
C -4.194637 -0.417687 -4.396337
O 0.309051 -5.349264 -2.747133
N 0.912305 -3.191484 -2.469337
C 1.241393 4.532749 -1.108246
S -2.451682 -0.376581 -3.887189
H 3.177406 1.619999 1.951105
H -1.280142 1.376853 2.572686
H 0.171824 4.059770 2.395284
S 0.287077 3.524482 0.067158
H 4.098951 1.751269 0.419043
C -2.427640 -1.771049 -2.703199
O 0.248389 -0.406452 -1.191128
Cr -2.501266 2.271643 -1.309786

Atoms 1-6, force components in eV/Å:
O -0.04 0.46 -0.32
C 0.50 -0.67 -0.90
H 0.11 -0.36 0.29
H -0.20 0.16 -0.25
H 0.12 -0.16 0.00
H 0.10 -0.12 0.22

Mulliken population analysis, charges in e, atoms 1 to 4: -0.334 0.566 0.217 0.369